A 14-piece molecular cluster, H27O14 overall at a distorted geometry. Source: the Open Molecules 2025 dataset; level of theory: wB97M-V/def2-TZVPD.

## Properties
**HOMO energy (spin up / spin down)**: -10.76 / -10.76 eV
**HOMO-LUMO gap (spin up / spin down)**: 9.84 / 4.68 eV
**F_max**: 12.08 eV Å⁻¹
**Spin multiplicity**: 2
**⟨S²⟩**: 0.759
**DFT total energy**: -29094.125 eV

```
41
Properties=species:S:1:pos:R:3:lowdin_spin:R:1
O -0.6698 0.3450 2.2500 0.000
H -1.3967 -3.9680 2.6029 0.000
O -0.8313 -2.6881 -0.5401 0.002
H -1.6072 0.0226 2.1009 0.000
H -1.5256 -1.4684 -2.8393 0.000
O -3.0174 3.0892 -1.7365 0.000
H -2.4053 -0.0769 -3.1071 0.000
H 0.6083 -0.9720 2.3539 0.000
O 1.2635 -1.5235 2.2904 0.000
H -3.9041 -1.2862 -0.2194 0.000
H 1.2853 -1.7573 1.3885 0.000
O -3.2967 -1.7323 0.3773 0.000
H 2.0474 -0.0075 -2.4187 0.015
H 2.0544 -2.6053 -1.2160 0.003
O 1.6675 -2.1564 -0.5891 0.197
H -2.8781 -3.1675 2.2663 0.000
H 0.0177 2.0627 -3.7774 0.000
O 2.2346 0.0247 -1.5909 0.612
H 0.1307 1.7979 3.3200 0.000
H 0.1460 -2.5326 -0.7068 -0.001
O -2.3104 -0.9393 -3.0534 0.000
H -3.0847 2.9589 -0.8108 0.000
H 1.0566 2.4605 0.6559 0.000
O 0.7040 1.8963 3.9159 0.000
H 1.3317 1.4243 3.1919 0.000
H -3.1292 2.3878 -2.2198 0.000
O 2.8174 0.8704 2.1811 0.000
H 2.7967 0.0188 2.6989 0.000
H 3.2423 0.7104 1.1862 0.000
O -0.8108 1.4314 -4.1324 0.000
H 2.2141 -1.1643 -0.9424 0.001
H 0.7886 3.8832 1.0331 0.000
O -2.2339 -3.5600 2.8276 0.000
H 3.1825 1.2320 -1.6659 0.011
H -0.6353 0.6429 -4.3921 0.000
O 1.1419 3.4346 0.2647 0.000
H -2.4605 -1.7596 -0.1198 0.000
H -0.2971 0.5959 1.4532 0.000
O 3.6433 2.1236 -1.5820 0.159
H -0.7891 -2.6963 0.5301 0.000
H 2.9088 2.6489 -1.2289 0.000
```


A 14-piece molecular cluster, H28O14 overall at a distorted geometry. Source: the Open Molecules 2025 dataset; level of theory: wB97M-V/def2-TZVPD.

## Properties
**HOMO energy (spin up / spin down)**: -0.39 / -7.68 eV
**HOMO-LUMO gap (spin up / spin down)**: 2.74 / 10.06 eV
**Charge**: -1
**F_max**: 1.96 eV Å⁻¹
**Spin multiplicity**: 2
**⟨S²⟩**: 0.750
**DFT total energy**: -29120.828 eV

```
42
Properties=species:S:1:pos:R:3:lowdin_spin:R:1
O -0.7185 3.4255 1.2204 0.004
H -1.2299 2.7668 0.7505 0.001
H -0.2518 3.9017 0.5337 0.001
O 2.9950 -1.9296 -0.2542 0.046
H 3.5543 -2.7060 -0.2312 0.010
H 2.5160 -2.0032 -1.0796 0.011
O 4.2081 0.7652 -0.9735 0.012
H 4.9971 0.2552 -1.1568 0.003
H 3.6588 0.1788 -0.4532 0.005
O 1.2911 2.9167 -1.0278 0.006
H 1.7203 2.5188 -1.7853 0.003
H 1.2310 2.2085 -0.3866 0.002
O -1.7068 -1.8807 -0.1644 0.218
H -2.6542 -1.7602 -0.1000 0.054
H -1.5896 -2.8280 -0.2349 0.096
O -1.7665 2.1490 -2.8369 0.020
H -2.6455 1.8749 -3.0984 0.006
H -1.4147 1.4000 -2.3558 0.010
O -1.3538 -1.1069 -2.7398 0.125
H -1.8640 -1.5212 -3.4357 0.040
H -1.6197 -1.5647 -1.9423 0.028
O 1.8088 -1.5058 2.1373 0.015
H 2.1849 -1.5139 1.2571 0.004
H 2.4059 -2.0426 2.6584 0.004
O 0.2721 0.4247 -0.2561 0.029
H -0.4719 -0.1154 0.0103 0.017
H 0.7657 -0.1284 -0.8616 0.009
O -2.9062 -0.3914 2.6825 0.018
H -2.0400 -0.7289 2.4545 0.006
H -2.7996 -0.0326 3.5635 0.002
O 0.2425 1.1207 2.9560 0.006
H 0.1980 1.6815 2.1815 0.001
H 0.9457 0.5006 2.7632 0.002
O -0.7951 -2.0845 2.4164 0.038
H -0.7800 -2.3059 1.4853 0.020
H 0.0866 -1.7604 2.6003 0.003
O -2.7869 1.8014 0.2929 0.022
H -2.9510 1.0079 0.8023 0.007
H -3.6297 2.2548 0.2767 0.002
O 1.1675 -1.0390 -2.2253 0.070
H 0.2191 -1.1224 -2.3245 0.010
H 1.5069 -1.0809 -3.1193 0.014
```


A 14-piece molecular cluster, H28O14 overall at a distorted geometry. Source: the Open Molecules 2025 dataset; level of theory: wB97M-V/def2-TZVPD.

## Properties
**HOMO energy (spin up / spin down)**: -0.01 / -8.10 eV
**HOMO-LUMO gap (spin up / spin down)**: 2.66 / 10.64 eV
**Charge**: -1
**F_max**: 7.38 eV Å⁻¹
**Spin multiplicity**: 2
**⟨S²⟩**: 0.751
**DFT total energy**: -29116.987 eV

```
42
Properties=species:S:1:pos:R:3:lowdin_spin:R:1
O 2.9722 3.5868 1.5020 0.007
H 2.6081 3.1755 0.6339 0.003
H 2.3981 3.3557 2.1907 0.003
O 2.3148 -1.5460 1.4843 0.014
H 1.6336 -2.0523 0.9952 0.007
H 2.2025 -0.7072 1.7717 0.002
O 0.8057 -2.0326 -1.0797 0.057
H 1.0945 -3.0370 -1.1190 0.018
H 0.2168 -1.9928 -1.9033 0.018
O 1.1952 2.2121 -1.5698 0.025
H 1.4418 3.0163 -1.1567 0.004
H 0.3277 2.5884 -1.8640 0.012
O -1.5217 1.6652 1.0334 0.057
H -0.8721 1.2741 1.5392 0.010
H -1.9647 0.9735 0.6710 0.023
O 1.6663 0.9864 0.7905 0.014
H 1.5163 0.8032 -0.0466 0.008
H 1.3204 1.9269 0.7758 0.004
O 0.0645 3.9170 1.3242 0.016
H 0.2204 3.8630 2.1923 0.005
H -0.8013 3.7284 1.1565 0.006
O -2.8581 -2.2283 -2.5173 0.078
H -3.1523 -1.8294 -1.6374 0.036
H -3.4972 -1.9261 -3.1694 0.033
O -3.5219 0.2811 -1.1240 0.139
H -3.2607 0.4741 -0.1556 0.041
H -3.9984 1.0837 -1.3877 0.050
O 2.7802 -1.6292 4.4137 0.006
H 2.9572 -2.3810 3.9271 0.001
H 2.6021 -1.1700 3.5690 0.002
O 3.2794 -1.0391 -3.2687 0.015
H 2.5340 -1.6374 -3.1342 0.007
H 3.5978 -0.8459 -2.3818 0.004
O -3.5520 -2.4037 2.3090 0.058
H -2.9780 -2.6414 3.0925 0.014
H -3.7298 -3.2151 1.8604 0.021
O -0.6797 -0.1577 -3.4334 0.055
H -1.4981 -0.5675 -3.1522 0.018
H -0.3679 -0.4000 -4.2406 0.010
O -0.9469 -1.0605 0.6712 0.056
H -0.6676 -1.2312 -0.2673 0.020
H -1.8811 -1.1801 0.7052 0.024
```


A 14-piece molecular cluster, H28O14 overall at a distorted geometry. Source: the Open Molecules 2025 dataset; level of theory: wB97M-V/def2-TZVPD.

## Properties
**HOMO energy**: -9.45 eV
**HOMO-LUMO gap**: 8.86 eV
**F_max**: 6.84 eV Å⁻¹
**DFT total energy**: -29114.195 eV

```
42
Properties=species:S:1:pos:R:3:mulliken_charge:R:1
H -0.2092 -0.3051 0.4302 0.270
H 0.8406 0.8476 0.3954 0.413
H 5.5477 -0.3564 1.5827 0.313
H 4.3032 -0.8089 2.4049 0.256
H -1.7896 -2.0622 -2.9775 0.305
H -1.4007 -2.3775 -1.5972 0.226
H 1.6093 2.4980 -1.1793 0.234
H 0.7216 3.6974 -1.0694 0.324
H -4.1013 0.4368 3.2257 0.259
H -2.8426 0.0058 4.0463 0.281
H 1.8824 1.8150 1.8100 0.288
H 2.1371 2.4144 0.4246 0.288
H -3.5974 -0.6715 -1.3727 0.323
H -4.5428 -1.8355 -1.2274 0.285
H 4.0627 -2.5550 -0.3910 0.324
H 3.5745 -1.9303 0.9245 0.271
H 4.3027 1.4885 -1.5553 0.304
H 5.7430 1.7446 -1.8733 0.313
H -3.0431 3.4577 2.3174 0.240
H -1.7708 2.6563 2.6072 0.285
H -1.3649 1.1993 0.3595 0.222
H -1.4764 2.4701 -0.5035 0.250
H -4.0316 -1.6852 2.2561 0.266
H -2.5969 -1.8277 1.8920 0.266
H -1.9217 -1.5125 -4.6043 0.327
H -2.1385 -0.3618 -3.6217 0.363
H 0.6507 -3.7014 0.7038 0.326
H -0.5429 -3.6412 1.6357 0.298
O 0.3406 0.2687 -0.1324 -0.687
O 5.2225 -0.4810 2.4380 -0.571
O -2.1546 -1.9209 -2.0917 -0.500
O 1.3773 3.3199 -1.6424 -0.598
O -3.1958 0.5700 3.3630 -0.516
O 2.4397 1.7422 1.0687 -0.590
O -4.1751 -1.2364 -1.8891 -0.634
O 4.2351 -2.4700 0.5714 -0.598
O 4.8888 1.9615 -2.2283 -0.613
O -2.5497 2.7375 2.0806 -0.540
O -0.9066 1.6969 -0.3148 -0.422
O -3.4247 -1.4228 1.6408 -0.539
O -1.5178 -0.7685 -4.2207 -0.692
O -0.3305 -3.8846 0.7263 -0.620
```


H28O14 as an isolated structure at a distorted geometry. Source: the Open Molecules 2025 dataset; level of theory: wB97M-V/def2-TZVPD.

## Properties
**HOMO energy**: -8.57 eV
**HOMO-LUMO gap**: 8.50 eV
**F_max**: 11.93 eV Å⁻¹
**DFT total energy**: -29112.520 eV

```
42
Properties=species:S:1:pos:R:3:mulliken_charge:R:1
O 0.4578 0.3348 -0.5609 -0.178
H -0.1528 -0.2077 -0.9855 0.427
H 0.8130 -0.1969 0.2022 -0.280
O -0.9187 -0.6494 -3.9310 -0.374
H -1.6812 -0.6135 -3.3519 0.405
H -1.1932 -0.6735 -4.7849 0.356
O -1.3375 2.2561 1.2037 -0.628
H -0.6665 1.7151 1.5514 0.303
H -1.0873 3.1332 1.4167 0.266
O 3.1304 1.9577 2.4432 -0.657
H 2.3109 1.4101 2.2331 0.309
H 3.6867 1.1225 2.4803 0.346
O -0.0043 1.0994 -4.0342 -0.970
H 0.1131 1.4850 -3.0872 0.302
H -0.5970 0.2687 -3.7175 0.271
O 1.9251 -1.3790 1.3393 -0.503
H 2.3064 -2.1386 1.8130 0.263
H 2.5431 -0.9872 0.7534 0.215
O -0.1894 -1.1932 3.1163 -0.592
H -0.7064 -1.1819 3.8810 0.358
H -0.8664 -0.8173 2.6078 0.288
O 0.6397 0.8339 3.0560 -0.531
H 0.9906 -0.0808 3.0674 0.390
H 0.7547 1.2820 3.8442 0.198
O 3.7052 -0.7858 -0.6435 -0.646
H 4.0585 -1.1892 -1.4423 0.320
H 3.0311 -0.3811 -1.1074 0.288
O -2.4161 -0.6711 1.4327 -0.766
H -2.7104 -1.3992 0.9853 0.441
H -2.3306 0.1996 1.0313 0.231
O -2.4819 0.3167 -1.8098 -0.571
H -3.2503 0.3844 -1.3222 0.247
H -2.3480 1.1132 -2.2186 0.243
O 0.2503 -2.1942 0.0942 -0.679
H 0.7279 -3.0744 0.1218 0.188
H 0.9080 -1.5276 0.4567 0.738
O -2.4894 -2.2761 -0.0947 -0.573
H -2.7720 -1.9909 -1.0272 0.316
H -1.6716 -2.4169 -0.2271 0.275
O -0.5584 3.0223 -1.8294 -0.664
H -0.2335 2.4536 -1.1312 0.295
H 0.3107 3.6373 -1.8246 0.335
```


- Look up the DFT total energy of the third one.
  -29116.987 eV


Repeat the third record exactly.
A 14-piece molecular cluster, H28O14 overall at a distorted geometry. Source: the Open Molecules 2025 dataset; level of theory: wB97M-V/def2-TZVPD.

## Properties
**HOMO energy (spin up / spin down)**: -0.01 / -8.10 eV
**HOMO-LUMO gap (spin up / spin down)**: 2.66 / 10.64 eV
**Charge**: -1
**F_max**: 7.38 eV Å⁻¹
**Spin multiplicity**: 2
**⟨S²⟩**: 0.751
**DFT total energy**: -29116.987 eV

```
42
Properties=species:S:1:pos:R:3:lowdin_spin:R:1
O 2.9722 3.5868 1.5020 0.007
H 2.6081 3.1755 0.6339 0.003
H 2.3981 3.3557 2.1907 0.003
O 2.3148 -1.5460 1.4843 0.014
H 1.6336 -2.0523 0.9952 0.007
H 2.2025 -0.7072 1.7717 0.002
O 0.8057 -2.0326 -1.0797 0.057
H 1.0945 -3.0370 -1.1190 0.018
H 0.2168 -1.9928 -1.9033 0.018
O 1.1952 2.2121 -1.5698 0.025
H 1.4418 3.0163 -1.1567 0.004
H 0.3277 2.5884 -1.8640 0.012
O -1.5217 1.6652 1.0334 0.057
H -0.8721 1.2741 1.5392 0.010
H -1.9647 0.9735 0.6710 0.023
O 1.6663 0.9864 0.7905 0.014
H 1.5163 0.8032 -0.0466 0.008
H 1.3204 1.9269 0.7758 0.004
O 0.0645 3.9170 1.3242 0.016
H 0.2204 3.8630 2.1923 0.005
H -0.8013 3.7284 1.1565 0.006
O -2.8581 -2.2283 -2.5173 0.078
H -3.1523 -1.8294 -1.6374 0.036
H -3.4972 -1.9261 -3.1694 0.033
O -3.5219 0.2811 -1.1240 0.139
H -3.2607 0.4741 -0.1556 0.041
H -3.9984 1.0837 -1.3877 0.050
O 2.7802 -1.6292 4.4137 0.006
H 2.9572 -2.3810 3.9271 0.001
H 2.6021 -1.1700 3.5690 0.002
O 3.2794 -1.0391 -3.2687 0.015
H 2.5340 -1.6374 -3.1342 0.007
H 3.5978 -0.8459 -2.3818 0.004
O -3.5520 -2.4037 2.3090 0.058
H -2.9780 -2.6414 3.0925 0.014
H -3.7298 -3.2151 1.8604 0.021
O -0.6797 -0.1577 -3.4334 0.055
H -1.4981 -0.5675 -3.1522 0.018
H -0.3679 -0.4000 -4.2406 0.010
O -0.9469 -1.0605 0.6712 0.056
H -0.6676 -1.2312 -0.2673 0.020
H -1.8811 -1.1801 0.7052 0.024
```


- What is the DFT total energy in the third record?
  -29116.987 eV